Computed, not measured: a single C4H7NO molecule, with the ωB97M-V functional and the def2-TZVPD basis.

Positions of all 13 atoms, in Å:
1 C -0.19 0.97 -1.01
2 O -1.21 -0.01 -0.95
3 C -0.84 -1.10 -0.16
4 C -0.03 0.30 1.45
5 N 0.53 -0.72 0.43
6 C 0.66 0.75 0.22
7 H -0.66 1.96 -1.02
8 H 0.39 0.84 -1.94
9 H -1.62 -1.22 0.61
10 H -0.73 -2.01 -0.74
11 H 0.61 0.27 2.32
12 H 1.43 -1.22 0.55
13 H 1.66 1.19 0.23

* LUMO level: 0.81 eV
* net charge: 0
* gap between HOMO and LUMO: 7.969 eV

---

Computed, not measured: a single C23H25N5O5S2 molecule, with the ωB97M-V functional and the def2-TZVPD basis.

Positions of all 60 atoms, in Å:
1 C 2.61 -2.51 2.83
2 O 2.79 -3.37 1.72
3 C 2.14 -3.08 0.57
4 C 2.27 -4.00 -0.47
5 C 1.62 -3.80 -1.67
6 C 0.81 -2.69 -1.86
7 C 0.70 -1.76 -0.83
8 N -0.18 -0.66 -0.97
9 C -0.03 0.36 -1.85
10 O -0.91 1.23 -1.96
11 C 1.18 0.45 -2.63
12 S 2.65 -0.46 -2.44
13 N 3.47 0.39 -3.55
14 C 2.74 1.34 -4.10
15 C 3.29 2.24 -5.12
16 N 4.57 1.98 -5.46
17 O 2.64 3.15 -5.62
18 C 1.40 1.44 -3.60
19 N 0.51 2.33 -4.04
20 C -1.39 -0.66 -0.12
21 C -1.12 0.24 1.10
22 O -0.86 -0.21 2.20
23 N -1.17 1.54 0.81
24 C -0.94 2.58 1.79
25 C -2.25 3.31 2.16
26 C -3.19 2.42 2.98
27 C -2.72 2.71 4.41
28 C -2.30 4.18 4.32
29 O -1.96 4.44 2.96
30 C -1.76 -2.05 0.27
31 C -2.35 -2.98 -0.54
32 C -2.53 -4.22 0.09
33 C -2.07 -4.22 1.37
34 S -1.42 -2.70 1.83
35 C 1.36 -1.94 0.38
36 H 3.15 -2.97 3.65
37 H 3.04 -1.52 2.63
38 H 1.56 -2.40 3.09
39 H 2.88 -4.87 -0.30
40 H 1.71 -4.53 -2.46
41 H 0.27 -2.55 -2.78
42 H 5.05 1.22 -5.01
43 H 5.03 2.55 -6.15
44 H -0.38 2.39 -3.56
45 H 0.83 3.02 -4.71
46 H -2.19 -0.21 -0.72
47 H -1.34 1.82 -0.15
48 H -0.23 3.31 1.40
49 H -0.52 2.10 2.68
50 H -2.72 3.67 1.23
51 H -4.22 2.74 2.85
52 H -3.10 1.37 2.72
53 H -1.87 2.08 4.66
54 H -3.50 2.56 5.15
55 H -3.13 4.85 4.59
56 H -1.44 4.42 4.95
57 H -2.64 -2.77 -1.56
58 H -2.98 -5.08 -0.39
59 H -2.09 -5.02 2.08
60 H 1.23 -1.21 1.15

* LUMO level: -0.14 eV
* net charge: 0
* gap between HOMO and LUMO: 8.079 eV